104
Properties=species:S:1:pos:R:3 method="wB97M-V/def2-TZVPD" spin_multiplicity=1 lumo_energy_ev=0.24 relative_energy_ev=0.657 total_charge=0 homo_lumo_gap_ev=7.298
Ir 0.00 0.28 0.16
Cl 1.51 1.89 7.37
C 1.21 1.28 5.76
C 0.74 -0.02 5.60
C 0.48 -0.51 4.35
C 0.70 0.26 3.17
O 0.40 -0.31 2.05
C 1.20 1.57 3.36
C 1.52 2.47 2.28
O 1.47 2.23 1.09
C 1.43 2.06 4.66
H 0.56 -0.64 6.47
H 0.09 -1.51 4.22
H 1.85 3.48 2.60
H 1.80 3.08 4.78
C -0.45 -1.69 -0.17
Si 1.03 -2.73 -0.55
C 1.94 -1.42 -1.54
N 1.95 -0.18 -0.68
C 3.06 -0.32 0.35
C 4.04 0.84 0.35
C 4.71 0.99 -1.01
C 3.64 1.00 -2.13
C 2.23 1.00 -1.56
C 2.06 -3.34 0.88
C 1.60 -3.33 2.19
C 2.40 -3.79 3.24
C 3.67 -4.28 2.98
C 4.14 -4.31 1.67
C 3.34 -3.85 0.64
C 0.62 -4.21 -1.63
C 0.12 -4.03 -2.92
C -0.23 -5.10 -3.72
C -0.09 -6.40 -3.24
C 0.40 -6.61 -1.96
C 0.75 -5.52 -1.17
H -1.08 -2.10 0.62
H -1.02 -1.74 -1.10
H 1.38 -1.18 -2.45
H 2.96 -1.68 -1.84
H 3.61 -1.22 0.10
H 2.59 -0.47 1.32
H 4.79 0.63 1.12
H 3.55 1.77 0.64
H 5.41 0.17 -1.17
H 5.30 1.91 -1.03
H 3.77 0.14 -2.79
H 3.75 1.89 -2.76
H 1.49 0.99 -2.35
H 2.05 1.90 -0.96
H 0.62 -2.94 2.41
H 2.02 -3.76 4.25
H 4.29 -4.63 3.79
H 5.13 -4.70 1.46
H 3.73 -3.89 -0.38
H 0.01 -3.02 -3.31
H -0.61 -4.93 -4.72
H -0.36 -7.24 -3.86
H 0.51 -7.61 -1.58
H 1.14 -5.70 -0.17
C -3.23 1.76 -2.49
P -1.91 0.59 -2.77
C -1.30 0.91 -4.43
C -2.75 -1.01 -2.84
O -0.72 0.64 -1.84
H -4.01 1.58 -3.23
H -2.87 2.78 -2.58
H -3.64 1.65 -1.48
H -2.12 0.96 -5.14
H -0.61 0.12 -4.72
H -0.77 1.86 -4.42
H -3.71 -0.89 -3.35
H -2.92 -1.38 -1.84
H -2.14 -1.73 -3.38
C -0.59 3.74 -1.45
C -1.55 4.31 -0.41
C -0.80 4.81 0.82
C -2.71 3.41 -0.03
C -3.98 3.90 -0.34
C -5.14 3.27 0.06
C -5.02 2.14 0.85
C -3.78 1.58 1.17
C -3.81 0.43 2.16
C -3.27 -0.87 1.61
C -3.11 0.83 3.46
C -2.59 2.17 0.67
O -1.38 1.64 0.86
H 0.19 4.47 -1.68
H -1.10 3.52 -2.39
H -0.12 2.83 -1.09
H -2.02 5.20 -0.86
H -0.28 4.00 1.30
H -1.49 5.25 1.54
H -0.07 5.58 0.54
H -4.04 4.84 -0.88
H -6.11 3.68 -0.18
H -5.91 1.66 1.23
H -4.87 0.26 2.39
H -2.23 -0.76 1.35
H -3.83 -1.19 0.72
H -3.35 -1.67 2.35
H -2.05 1.02 3.28
H -3.20 0.04 4.21
H -3.55 1.74 3.87

103
Properties=species:S:1:pos:R:3 method="wB97M-V/def2-TZVPD" smiles="C#CC[C@@H](CCCSC(=S)N(CC)CC)O[C@](I)(C[C@H](C)I)[C@@](CCCF)(NCC)NC(=O)NC(=O)F.C1CCOC1.C1CCOC1" spin_multiplicity=1 lumo_energy_ev=0.03 total_charge=0 homo_lumo_gap_ev=8.107
C 1.21 2.21 2.00
C 1.66 2.20 0.88
C 2.31 2.17 -0.43
C 2.14 0.75 -0.97
C 0.62 0.52 -1.17
C 0.10 -0.64 -0.31
C -1.43 -0.74 -0.25
S -2.21 -0.03 -1.74
C -3.80 -0.79 -1.90
S -4.31 -1.12 -3.40
N -4.53 -1.00 -0.71
C -4.52 -2.39 -0.28
C -5.33 -3.40 -1.14
C -5.88 -0.41 -0.72
C -5.91 0.99 -1.34
O 2.72 0.44 -2.22
C 4.07 0.41 -2.42
I 5.00 2.43 -2.61
C 4.26 -0.19 -3.84
C 3.15 0.06 -4.86
C 2.66 1.48 -5.05
I 1.52 -1.36 -4.70
C 4.91 -0.41 -1.32
C 6.34 -0.75 -1.87
C 6.50 -2.01 -2.73
C 7.21 -1.77 -4.06
F 7.93 -2.90 -4.37
N 5.15 0.50 -0.21
C 4.63 0.23 1.13
C 5.76 -0.05 2.16
N 4.10 -1.57 -1.02
C 4.62 -2.55 -0.23
O 5.59 -2.47 0.46
N 3.81 -3.77 -0.24
C 3.99 -4.45 0.97
O 3.58 -4.10 2.02
F 4.69 -5.57 0.82
H 1.12 2.34 3.05
H 1.79 2.92 -1.03
H 3.33 2.49 -0.26
H 2.38 0.07 -0.16
H 0.47 0.21 -2.20
H 0.04 1.43 -1.04
H 0.43 -1.54 -0.83
H 0.55 -0.66 0.67
H -1.75 -1.76 -0.12
H -1.78 -0.19 0.62
H -3.49 -2.75 -0.24
H -4.90 -2.46 0.74
H -4.62 -4.04 -1.66
H -5.94 -2.94 -1.90
H -5.93 -4.05 -0.51
H -6.62 -1.01 -1.25
H -6.16 -0.28 0.33
H -6.09 0.85 -2.40
H -4.98 1.53 -1.21
H -6.76 1.55 -0.95
H 4.25 -1.27 -3.67
H 5.23 0.11 -4.21
H 3.59 -0.21 -5.82
H 3.45 2.16 -5.36
H 2.22 1.90 -4.15
H 1.88 1.51 -5.80
H 6.93 -0.91 -0.97
H 6.78 0.10 -2.38
H 5.58 -2.56 -2.92
H 7.15 -2.71 -2.21
H 7.94 -0.98 -3.90
H 6.52 -1.55 -4.87
H 6.10 0.80 -0.13
H 4.15 1.13 1.51
H 3.88 -0.55 1.22
H 5.80 0.75 2.89
H 6.73 -0.16 1.68
H 5.57 -0.96 2.73
H 3.61 -1.96 -1.82
H 4.07 -4.35 -1.03
C -9.68 2.38 1.86
C -10.84 2.48 0.87
C -10.18 2.02 -0.42
O -9.16 1.08 -0.05
C -8.96 1.14 1.36
H -10.00 2.30 2.90
H -9.04 3.26 1.77
H -11.63 1.78 1.16
H -11.27 3.48 0.80
H -9.70 2.86 -0.94
H -10.88 1.54 -1.10
H -9.37 0.23 1.81
H -7.88 1.17 1.57
C 0.87 1.59 7.33
C -0.59 1.90 7.01
C -0.50 2.37 5.57
O 0.60 1.66 4.98
C 1.36 1.02 6.01
H 1.00 0.90 8.16
H 1.41 2.51 7.56
H -1.19 0.99 7.08
H -1.03 2.65 7.67
H -0.29 3.44 5.51
H -1.41 2.16 5.00
H 1.17 -0.06 5.95
H 2.42 1.19 5.84

17
Properties=species:S:1:pos:R:3 method="wB97M-V/def2-TZVPD" spin_multiplicity=1 lumo_energy_ev="-6.80 / -6.80" relative_energy_ev=5.881 total_charge=+1 homo_lumo_gap_ev="6.541 / 6.536"
C -0.64 0.22 -0.19
C 2.19 0.28 0.78
C 1.85 -1.57 -0.55
C -3.01 0.98 -0.12
N 2.16 -0.29 -0.46
N -1.58 1.07 0.10
Cl -1.19 -1.20 -0.92
H 1.74 -0.35 1.59
H 3.22 0.48 1.16
H 1.62 1.19 0.64
H 2.50 -1.86 -1.37
H 1.77 -2.13 0.46
H 0.90 -1.58 -1.10
H -3.46 1.86 -0.53
H -3.53 0.66 0.81
H -3.26 0.29 -0.87
H -1.29 1.97 0.59

52
Properties=species:S:1:pos:R:3 method="wB97M-V/def2-TZVPD" smiles=CN(Cc1ccno1)Cc1cn(Cc2ccccc2)nc1-c1ccc2c(c1)OCO2 spin_multiplicity=1 lumo_energy_ev=0.21 relative_energy_ev=23.659 total_charge=0 homo_lumo_gap_ev=8.332
C 0.35 3.92 1.14
N -0.19 2.61 0.99
C -0.66 2.36 -0.36
C 0.22 1.56 -1.26
C 1.50 1.64 -1.73
C 1.72 0.68 -2.41
N 0.66 -0.13 -2.48
O -0.28 0.51 -2.00
C 0.51 1.42 1.52
C -0.10 0.33 1.55
C -1.44 -0.12 1.65
N -1.64 -1.43 1.57
C -2.77 -2.10 1.42
C -3.75 -1.71 0.32
C -5.12 -1.50 0.60
C -5.88 -0.71 -0.34
C -5.38 -0.52 -1.78
C -4.05 -0.66 -1.59
C -3.23 -1.16 -0.87
N -0.42 -2.07 1.01
C 0.42 -1.00 1.08
C 1.92 -1.06 0.44
C 1.96 -1.94 -0.49
C 3.19 -2.21 -1.25
C 4.19 -1.49 -0.41
C 4.14 -0.67 0.62
C 2.85 -0.51 1.30
O 5.45 -0.28 0.95
C 6.32 -1.01 0.04
O 5.68 -1.46 -0.94
H 1.13 4.02 0.58
H -0.34 4.72 0.59
H 0.50 4.21 2.05
H -1.25 3.38 -0.80
H -1.78 1.68 -0.33
H 2.16 2.56 -1.26
H 2.65 0.59 -3.06
H 0.71 1.74 2.72
H 1.52 1.68 1.09
H -2.15 0.37 2.21
H -2.63 -3.11 1.09
H -3.13 -2.18 2.37
H -5.54 -1.87 1.58
H -7.07 -0.85 -0.15
H -6.19 -0.05 -2.12
H -3.56 -0.46 -2.65
H -2.28 -1.19 -1.00
H 1.09 -2.47 -1.17
H 3.38 -2.73 -2.08
H 2.81 0.20 1.78
H 6.75 -0.04 -0.35
H 7.07 -1.49 0.66